19
Properties=species:S:1:pos:R:3:forces:R:3:lowdin_charge:R:1 method="wB97M-V/def2-TZVPD" total_energy_ha=-311.03015 e_above_lowest_kcal_mol=18.3 orbital_gap_ev=10.78 smiles=CC1(O)CCCC1
C -1.98289 0.18972 -0.47767 0.079 0.209 0.295 -0.018
C -0.63521 -0.43874 -0.11027 0.326 0.730 0.448 -0.516
O -0.71607 -1.83372 0.14811 -0.161 0.004 0.187 -0.020
C 0.45014 -0.24709 -1.17749 0.069 0.064 0.106 -0.141
C 1.72665 -0.20036 -0.34967 0.271 -0.026 -0.062 -0.204
C 1.39819 0.81272 0.73996 0.078 -0.058 -0.020 -0.208
C -0.00645 0.38712 1.19311 -0.036 -0.488 -0.293 -0.105
H -2.87334 -0.39579 -0.20811 0.350 -0.007 -0.001 0.084
H -2.10781 0.56700 -1.50361 0.270 -0.342 0.291 0.086
H -1.87625 1.00344 0.21639 -1.340 0.955 -0.320 0.052
H -1.60207 -2.03011 0.47750 0.239 0.035 0.019 0.091
H 0.45300 -1.03420 -1.94190 -0.213 0.073 0.297 0.125
H 0.28724 0.71238 -1.69018 0.098 -0.119 0.147 0.121
H 1.86206 -1.18324 0.11968 0.142 0.099 -0.153 0.118
H 2.61726 0.04830 -0.92470 0.062 -0.023 -0.026 0.107
H 1.36899 1.82501 0.30877 -0.018 -0.212 0.057 0.111
H 2.13915 0.83178 1.54626 -0.164 -0.052 -0.054 0.106
H -0.53624 1.28468 1.58795 -0.184 -0.704 -0.682 0.105
H 0.03364 -0.29890 2.04587 0.132 -0.138 -0.236 0.106

=====

119
Properties=species:S:1:pos:R:3:forces:R:3:lowdin_charge:R:1 method="wB97M-V/def2-TZVPD" total_energy_ha=-3524.80657 total_charge=+2 e_above_lowest_kcal_mol=1.4 orbital_gap_ev=5.22
Ti 0.88792 -0.08576 0.69308 -0.560 -0.152 0.507 1.149
C 0.82569 -1.40593 3.65652 -0.022 -0.008 0.013 -0.146
C -0.43638 -1.77468 2.89377 -0.058 0.000 -0.004 -0.148
N -0.10063 -2.15324 1.49508 0.103 -0.190 -0.035 -0.073
C 0.42916 -3.54444 1.38254 -0.059 -0.057 -0.005 -0.072
C 1.93137 -3.54275 1.46316 0.110 0.026 0.000 -0.162
C 2.66382 -4.18743 2.43720 -0.020 0.057 -0.058 0.035
C 4.03380 -3.96310 2.51352 -0.012 -0.003 0.013 0.036
C 4.59352 -2.93401 1.76542 -0.093 0.041 -0.047 0.026
C 3.82462 -2.29140 0.81609 -0.096 -0.065 0.073 -0.170
C 4.20441 -0.96846 0.20075 0.084 0.011 -0.030 -0.079
N 3.29586 0.09713 0.70779 -0.002 -0.114 -0.046 -0.071
C 3.62718 0.60140 2.06241 0.045 0.071 0.012 -0.149
C 2.96933 -0.22774 3.15986 0.006 0.004 0.011 -0.150
N 1.52867 -0.36580 2.88999 -0.144 0.168 0.074 -0.103
N 2.57160 -2.75649 0.56361 0.044 -0.010 -0.037 0.073
H 0.57031 -1.06353 4.66308 -0.008 -0.029 -0.033 0.144
H 1.48404 -2.26600 3.77155 -0.001 -0.017 -0.007 0.109
H -0.98323 -2.57710 3.39684 0.025 0.029 0.011 0.137
H -1.10464 -0.90809 2.83867 0.031 -0.028 0.012 0.127
H -0.96050 -2.11120 0.95405 0.039 0.061 -0.005 0.127
H 0.03502 -4.17798 2.18143 0.016 0.040 -0.021 0.143
H 0.09244 -3.97784 0.44133 0.017 -0.008 0.019 0.125
H 2.16341 -4.85314 3.12702 -0.001 -0.004 0.015 0.143
H 4.63658 -4.50995 3.22560 0.018 -0.017 0.019 0.139
H 5.60835 -2.60330 1.93831 0.017 0.003 0.005 0.143
H 5.24445 -0.75254 0.46342 -0.057 0.001 -0.010 0.142
H 4.13989 -0.97376 -0.88590 0.007 -0.011 -0.010 0.122
H 3.38891 0.86833 0.04902 -0.059 0.011 0.045 0.136
H 4.70995 0.64459 2.21783 -0.037 -0.012 0.025 0.137
H 3.24552 1.62218 2.10895 0.037 -0.021 0.019 0.117
H 3.39469 -1.22709 3.21541 0.028 -0.034 -0.008 0.102
H 3.15124 0.24891 4.12852 0.007 -0.004 -0.046 0.144
H 1.10297 0.53016 3.13291 0.035 -0.023 0.059 0.082
C -4.44157 0.74693 -3.87073 -0.011 0.000 -0.010 -0.041
C -3.19096 1.57811 -4.18686 0.017 -0.014 -0.016 -0.554
C -3.42044 3.02981 -3.74360 -0.024 -0.001 -0.002 -0.034
C -2.96894 1.55487 -5.69905 -0.003 0.021 -0.003 -0.058
C -1.99387 1.02387 -3.41776 0.031 0.001 -0.021 -0.141
C -2.09059 0.87609 -2.03313 -0.008 -0.148 -0.012 0.052
C -1.00330 0.39741 -1.33766 0.086 0.142 -0.114 -0.175
N -0.88386 0.23529 0.06115 0.288 -0.076 0.027 -0.035
C -1.51432 1.10116 0.98289 -0.030 0.006 -0.044 -0.210
C -2.87327 1.21387 1.22046 0.065 0.053 0.099 0.032
C -3.32267 2.13681 2.16018 -0.055 -0.037 -0.052 -0.141
C -2.37752 2.90822 2.83744 0.041 -0.005 0.060 0.053
C -0.99842 2.82051 2.63961 -0.042 -0.061 -0.087 -0.079
C -0.58700 1.89038 1.68316 0.141 -0.059 -0.003 -0.224
O 0.72514 1.64069 1.33058 0.119 0.392 -0.022 -0.201
C -0.01110 3.72713 3.37103 -0.001 -0.007 0.052 -0.526
C 1.02404 2.88583 4.13606 0.029 -0.002 -0.023 -0.034
C 0.71070 4.62056 2.35194 0.010 0.020 0.010 -0.023
C -0.71480 4.63090 4.38325 0.002 0.007 0.036 -0.053
C -4.82493 2.29366 2.39222 0.009 -0.001 -0.019 -0.555
C -5.46590 2.79111 1.08842 -0.013 -0.015 0.002 -0.034
C -5.14219 3.29231 3.50388 0.008 0.016 0.001 -0.057
C -5.43116 0.93661 2.77440 -0.008 0.003 0.002 -0.042
C 0.20140 0.11013 -1.99058 0.099 -0.034 0.111 -0.190
O 1.20305 -0.24100 -1.08492 0.005 0.194 -0.660 -0.243
C 0.35262 0.24613 -3.36413 -0.170 0.122 0.001 -0.074
C -0.79307 0.69878 -4.03902 -0.017 -0.027 0.063 0.042
C 1.62878 -0.07597 -4.14650 -0.001 -0.028 -0.046 -0.520
C 1.59942 0.53035 -5.55456 0.015 -0.028 -0.016 -0.054
C 1.72500 -1.60037 -4.30352 -0.002 0.011 0.034 -0.017
C 2.89157 0.47269 -3.46782 -0.023 0.041 -0.009 -0.032
H -5.28509 1.11020 -4.45805 -0.017 0.013 -0.010 0.091
H -4.72538 0.81699 -2.82034 0.008 -0.009 0.038 0.071
H -4.28861 -0.30536 -4.11416 0.012 -0.021 -0.017 0.093
H -4.27646 3.45204 -4.27085 -0.023 0.010 -0.012 0.093
H -2.54819 3.64741 -3.96106 0.022 0.008 -0.006 0.094
H -3.62179 3.09223 -2.67288 -0.006 0.011 0.015 0.077
H -3.86515 1.91916 -6.20057 -0.014 0.008 -0.005 0.092
H -2.77160 0.54609 -6.06557 -0.012 -0.024 -0.001 0.093
H -2.14425 2.20178 -6.00139 0.024 0.012 0.005 0.089
H -2.99790 1.13912 -1.50881 -0.020 0.018 0.024 0.106
H -3.56368 0.58303 0.67763 -0.023 -0.012 -0.015 0.120
H -2.73438 3.61876 3.56489 -0.010 0.000 -0.016 0.090
H 1.74363 2.44322 3.44710 0.012 -0.059 -0.029 0.049
H 0.54325 2.10188 4.73019 -0.018 0.016 0.017 0.096
H 1.59131 3.51595 4.82160 -0.010 0.027 0.016 0.098
H 1.18367 4.03796 1.56256 0.024 -0.032 -0.006 0.076
H 1.47924 5.20836 2.85646 0.016 0.020 0.003 0.094
H 0.01174 5.31625 1.88793 -0.032 -0.004 -0.017 0.099
H -1.19339 4.06131 5.18191 -0.014 -0.019 0.000 0.097
H -1.46641 5.26021 3.90859 -0.003 0.041 -0.009 0.093
H 0.02033 5.29191 4.84166 0.017 0.008 0.016 0.095
H -5.04084 3.74871 0.78494 0.008 0.018 -0.001 0.095
H -6.53988 2.92256 1.22253 -0.023 0.001 0.009 0.094
H -5.31783 2.08031 0.27371 0.001 -0.012 -0.023 0.073
H -4.80126 4.29879 3.25763 0.011 0.020 -0.009 0.091
H -4.69698 2.99768 4.45565 0.001 -0.016 0.022 0.092
H -6.22121 3.34100 3.64675 -0.018 0.002 -0.001 0.093
H -5.30713 0.19521 1.98449 0.011 -0.017 -0.020 0.075
H -6.50103 1.04529 2.95316 -0.021 0.003 0.001 0.092
H -4.97569 0.54641 3.68616 0.012 0.001 0.024 0.090
H -0.72789 0.82158 -5.10684 -0.016 0.006 0.004 0.088
H 0.84645 0.06492 -6.18952 -0.011 -0.005 -0.013 0.089
H 2.56613 0.36881 -6.03190 0.021 -0.014 -0.008 0.094
H 1.41559 1.60420 -5.52562 0.000 0.028 0.001 0.100
H 0.84863 -1.98765 -4.82400 -0.014 0.003 -0.019 0.100
H 1.77890 -2.10545 -3.34033 0.003 -0.024 0.058 0.054
H 2.61070 -1.87097 -4.87975 0.035 -0.010 -0.020 0.097
H 2.90851 1.56295 -3.50637 -0.035 0.022 0.029 0.100
H 3.77345 0.11180 -3.99948 0.021 0.004 -0.012 0.093
H 2.96467 0.17618 -2.42409 0.020 -0.068 0.056 0.038
Cl 3.09917 -8.24927 -3.14298 -0.004 0.012 0.005 0.741
C 2.80482 -6.68421 -2.49223 0.008 -0.022 -0.009 -0.654
C 1.50220 -6.22092 -2.37996 0.051 0.008 -0.003 -0.071
C 1.27556 -4.96122 -1.84859 0.036 0.007 -0.012 -0.027
C 2.33748 -4.16404 -1.43442 -0.017 -0.037 -0.024 -0.217
C 2.07245 -2.79545 -0.88278 0.017 0.013 0.177 -0.063
C 3.63982 -4.63772 -1.57434 -0.029 -0.025 -0.001 -0.018
C 3.87968 -5.89460 -2.09761 -0.041 -0.007 -0.008 -0.073
H 0.68147 -6.83754 -2.71634 -0.019 -0.014 -0.003 0.119
H 0.25904 -4.58847 -1.79797 -0.031 0.022 0.015 0.121
H 1.01989 -2.53488 -0.90975 0.065 -0.063 -0.025 0.112
H 2.59972 -2.00994 -1.40375 -0.010 -0.058 -0.069 0.092
H 4.48565 -4.02069 -1.29228 0.020 0.021 0.016 0.119
H 4.88772 -6.26463 -2.21658 0.018 -0.009 -0.001 0.117

=====

15
Properties=species:S:1:pos:R:3:forces:R:3:lowdin_charge:R:1 method="wB97M-V/def2-TZVPD" total_energy_ha=-1927.69140 e_above_lowest_kcal_mol=0.0 orbital_gap_ev=9.05
Mg 2.22966 -1.45090 0.32298 0.969 0.428 -1.477 1.027
F 3.41919 -2.19253 -0.89283 -0.856 0.099 1.402 -0.546
N -0.59783 1.33125 0.80602 -0.087 -0.635 -0.481 -0.272
S 1.02526 1.04987 0.87082 0.456 1.120 -0.025 0.666
O 1.73585 2.27265 1.19541 -0.865 -1.708 -0.353 -0.264
O 1.33808 -0.14139 1.72986 -0.074 -0.016 -0.520 -0.401
C 1.32999 0.26008 -0.79942 0.001 0.019 0.900 -0.450
F 1.72958 1.22853 -1.65091 -0.568 -0.386 0.032 0.027
S -1.25736 0.61558 -0.40777 0.324 1.220 -0.559 0.836
O -0.02738 -0.20496 -1.11653 -0.478 0.711 0.163 -0.244
O -2.10873 1.37014 -1.29410 0.907 -1.048 1.078 -0.220
C -2.27826 -0.83349 0.21457 0.266 0.908 -0.462 -0.710
F -1.52262 -1.61068 0.94863 0.404 -0.472 0.371 0.176
F -3.25364 -0.33005 0.93527 -0.261 0.051 0.187 0.185
F -2.75505 -1.48538 -0.81771 -0.137 -0.291 -0.257 0.190